45
Properties=species:S:1:pos:R:3 method="wB97M-V/def2-TZVPD" smiles="C=CCc1c(F)ccc2c1C(=O)NC2=O.CCN(CC)CC" energy_ha=-1021.35935 de_lowest_ev=3.988 homo_lumo_gap_ev=7.69
H -1.534 0.608 3.365
C 3.464 0.392 1.710
C -1.078 -0.877 -1.863
H -2.765 -3.154 -2.030
C 1.201 1.268 1.437
H 0.916 -2.540 -1.337
H 4.405 1.678 3.114
C 0.209 0.587 2.126
C 0.285 4.754 2.002
H 0.775 5.111 0.056
H 2.585 1.101 -0.139
C 1.107 2.655 1.442
H -1.587 -3.979 -0.282
H -0.595 -2.789 0.574
C -2.055 -2.911 -2.837
N -0.871 -2.230 -2.347
H -2.131 -1.893 -4.746
H 0.057 -4.373 0.201
H -1.642 -0.930 0.249
H 1.949 -0.481 0.442
C -0.023 -3.071 -1.520
H -0.106 -0.464 -1.578
C -0.580 -3.573 -0.182
F 0.235 -0.755 2.134
H -2.994 -1.234 -0.849
C 2.305 0.504 0.734
C -0.813 1.212 2.830
C 4.259 1.427 2.066
H -2.351 0.391 -0.663
H 3.641 -0.588 2.151
C 1.942 3.702 0.776
H 0.254 -3.943 -2.121
H 4.769 2.046 1.335
C -0.874 2.593 2.856
H -3.222 -1.205 -3.533
C -2.074 -0.664 -0.715
H -1.398 -0.261 -2.707
C -2.795 -2.133 -3.915
H -3.619 -2.734 -4.301
H -1.738 -3.865 -3.265
O 2.972 3.595 0.178
C 0.090 3.284 2.149
O -0.193 5.634 2.657
N 1.247 4.966 0.947
H -1.627 3.143 3.403